DFT (wB97M-V/def2-TZVPD) results for a 12-piece molecular cluster, C31H25Cl44FI2NO5P overall.

Positions of all 110 atoms, in Å:
C: -1.58 3.35 -3.58
C: -1.10 3.58 -2.00
O: -2.33 3.62 -1.19
P: -2.35 2.39 0.05
O: -1.98 1.01 -0.64
C: -1.12 2.95 1.41
C: -0.08 1.73 1.90
C: -0.72 1.12 3.28
C: -0.37 -0.45 3.58
C: -1.48 -1.54 4.17
C: -3.07 -1.13 4.47
I: -3.84 -0.51 6.43
C: -3.97 -1.21 3.25
C: -3.40 -1.63 1.74
I: -6.15 -0.79 3.33
C: -1.02 -3.12 4.50
C: -2.08 -4.20 5.13
C: -3.18 -4.79 4.07
C: 0.53 -3.68 4.21
C: 1.59 -2.58 3.61
C: 1.15 -1.03 3.33
C: 2.53 -0.33 2.79
O: 3.01 0.92 2.89
N: 3.25 -1.53 2.14
F: 2.85 -1.84 0.88
C: 3.17 -2.68 3.17
O: 4.17 -3.49 3.57
O: -3.95 2.39 0.81
C: -4.99 2.77 -0.15
C: -6.52 2.75 0.49
H: -0.63 3.28 -4.30
H: -2.27 4.20 -3.98
H: -2.22 2.35 -3.61
H: -0.30 2.79 -1.65
H: -0.59 4.66 -1.92
H: -0.44 3.78 0.91
H: -1.64 3.49 2.33
H: 0.13 0.95 1.05
H: 0.91 2.31 2.22
H: -0.51 1.79 4.24
H: -1.91 1.17 3.14
H: -2.79 -0.73 1.24
H: -2.66 -2.55 1.79
H: -4.29 -1.92 1.02
H: -1.43 -5.03 5.66
H: -2.69 -3.62 5.97
H: -2.80 -5.84 3.70
H: -4.20 -4.95 4.66
H: -3.42 -4.03 3.20
H: 0.88 -4.78 4.42
H: -5.00 1.92 -0.99
H: -4.86 3.85 -0.61
H: -6.86 3.84 0.78
H: -7.27 2.41 -0.37
H: -6.64 2.02 1.40
C: 1.88 5.50 -4.15
Cl: 2.67 4.46 -5.35
Cl: 1.75 4.63 -2.60
Cl: 2.84 6.98 -3.92
Cl: 0.25 5.93 -4.72
C: 6.33 -2.15 -0.87
Cl: 5.63 -2.85 -2.36
Cl: 5.76 -3.08 0.54
Cl: 8.10 -2.23 -0.96
Cl: 5.81 -0.45 -0.72
C: 0.02 -5.86 8.74
Cl: 1.50 -6.33 9.61
Cl: -0.98 -4.82 9.78
Cl: 0.45 -4.98 7.25
Cl: -0.90 -7.33 8.31
C: 4.93 10.28 -1.72
Cl: 3.83 9.02 -1.12
Cl: 4.43 11.86 -1.08
Cl: 6.59 9.92 -1.18
Cl: 4.88 10.32 -3.50
C: 4.83 11.67 -7.57
Cl: 4.45 11.06 -9.20
Cl: 3.81 13.09 -7.22
Cl: 4.50 10.40 -6.36
Cl: 6.55 12.13 -7.49
C: 5.93 1.81 -6.61
Cl: 6.73 0.76 -7.81
Cl: 5.81 0.94 -5.06
Cl: 6.89 3.29 -6.38
Cl: 4.30 2.24 -7.18
C: -8.90 -2.25 0.41
Cl: -9.03 -0.48 0.52
Cl: -10.27 -2.89 -0.52
Cl: -7.37 -2.68 -0.41
Cl: -8.91 -2.95 2.04
C: -3.81 -9.80 9.18
Cl: -2.39 -10.06 8.14
Cl: -4.24 -8.07 9.18
Cl: -5.18 -10.75 8.57
Cl: -3.43 -10.31 10.85
C: 8.32 -2.86 -9.14
Cl: 9.33 -4.31 -9.39
Cl: 9.34 -1.41 -9.23
Cl: 7.06 -2.79 -10.39
Cl: 7.55 -2.95 -7.53
C: -5.85 -7.72 4.21
Cl: -4.43 -7.98 3.16
Cl: -6.28 -5.99 4.21
Cl: -7.22 -8.67 3.59
Cl: -5.46 -8.24 5.87
C: 5.63 0.70 -12.08
Cl: 7.12 0.24 -11.20
Cl: 4.63 1.75 -11.04
Cl: 6.07 1.58 -13.56
Cl: 4.71 -0.76 -12.50

- HOMO energy (eV) = -8.9598
- structure (SMILES) = CCOP(=O)(CCCc1c2c(cc(CC)c1/C(I)=C(\C)I)C(=O)N(F)C2=O)OCC.ClC(Cl)(Cl)Cl.ClC(Cl)(Cl)Cl.ClC(Cl)(Cl)Cl.ClC(Cl)(Cl)Cl.ClC(Cl)(Cl)Cl.ClC(Cl)(Cl)Cl.ClC(Cl)(Cl)Cl.ClC(Cl)(Cl)Cl.ClC(Cl)(Cl)Cl.ClC(Cl)(Cl)Cl.ClC(Cl)(Cl)Cl
- multiplicity = 1
- gap between HOMO and LUMO (eV) = 7.241

Here are the Mulliken charges for atoms 1 to 4, given in e: number 1, C, carries -0.934; number 2, C, carries -0.085; number 3, O, carries -0.436; number 4, P, carries 0.953